{
  "formula": "C12H15F4InN2Te",
  "method": "the ωB97M-V functional and the def2-TZVPD basis",
  "homo_lumo_gap_ev": 7.22,
  "elements": ["H", "H", "H", "H", "H", "N", "H", "H", "H", "H", "C", "C", "H", "H", "N", "C", "C", "Te", "H", "C", "H", "F", "C", "In", "F", "C", "H", "C", "C", "F", "C", "F", "H", "C", "C"],
  "positions_angstrom": [[-2.39884, -2.05738, -1.72578], [-2.18655, -0.05785, 2.90132], [-2.89732, 0.61387, 1.43712], [-1.71191, 0.03000, -2.13456], [5.15666, 2.84989, 1.13877], [0.74190, 0.66794, -0.84849], [-0.41604, 0.07513, 1.23303], [-0.70539, 1.94145, 0.00059], [-2.09188, -3.32279, 1.04733], [-0.61464, 2.03744, -1.74863], [-1.17931, -0.69184, 1.12056], [-2.36293, -1.96715, -0.64049], [-3.19283, -1.07548, 1.87498], [-1.02461, -3.64070, -0.33705], [-1.36149, -0.92747, -0.32941], [4.11702, 1.05263, 0.56448], [-2.44385, -0.28245, 1.86570], [0.92142, -3.20373, -3.20156], [-2.60833, 0.74159, -0.80547], [2.96461, 0.52119, 0.04102], [-2.73165, -4.06241, -0.41702], [5.10320, 0.22572, 0.92760], [-0.53809, 1.34912, -0.90464], [0.70663, -1.33422, -1.44916], [2.86860, -0.83515, -0.08677], [-2.02583, -3.32137, -0.04244], [-0.77086, -1.60206, 1.55734], [4.25568, 2.41614, 0.72907], [3.19121, 3.19653, 0.33497], [3.27035, 4.52779, 0.45055], [2.03372, 2.66515, -0.19958], [1.06970, 3.51519, -0.60384], [-3.35444, -1.64257, -0.30912], [1.85824, 1.28875, -0.36132], [-1.64215, 0.30908, -1.07910]],
  "forces_ev_per_angstrom": [[0.041, 0.011, -0.086], [-0.025, 0.002, -0.013], [0.020, -0.036, 0.033], [-0.028, -0.066, -0.028], [-0.047, -0.017, -0.025], [0.457, -0.055, -0.143], [0.027, -0.002, -0.017], [-0.012, -0.070, 0.026], [-0.016, 0.004, -0.035], [0.030, 0.095, 0.015], [-0.195, 0.007, -0.009], [0.010, -0.073, 0.066], [0.022, 0.022, -0.001], [-0.021, -0.019, -0.024], [0.072, -0.179, -0.055], [0.008, -0.009, 0.002], [0.015, 0.018, 0.008], [-0.064, 0.407, 0.535], [-0.030, 0.013, 0.015], [-0.127, -0.131, -0.056], [0.021, 0.000, 0.001], [0.003, -0.004, -0.002], [0.012, 0.031, 0.116], [-0.067, -0.284, -0.475], [-0.050, 0.044, 0.002], [-0.006, 0.045, 0.099], [0.011, -0.061, -0.005], [0.091, 0.039, 0.041], [0.017, 0.110, 0.013], [0.011, 0.038, 0.010], [-0.067, 0.105, -0.017], [0.015, 0.094, -0.003], [-0.035, 0.057, -0.023], [0.007, -0.116, -0.017], [-0.097, -0.019, 0.053]]
}